Entry from the Open Molecules 2025 dataset: a structure of composition C43H59BGe2N9S2SbTi (ωB97M-V/def2-TZVPD).

The LUMO energy (alpha / beta) comes out at 0.1 / 0.1 eV. As for the spin multiplicity: 1. The value obtained for the maximum force is 0.40 eV Å⁻¹. For the HOMO-LUMO gap (alpha / beta), the calculation gives 7.25 / 7.25 eV. The total energy is -223993.8121 eV. The calculation puts the HOMO energy (alpha / beta) at -7.13 / -7.14 eV. As for the energy above the lowest of the compared OMol25 structures with the same formula, charge and spin: 0.000 eV.

Cartesian coordinates (Å):
Ti1 -0.20 -0.68 0.49
C1 -1.78 0.44 3.70
C2 -1.90 -0.99 3.29
C3 -2.25 -2.07 4.12
C4 -2.18 -3.17 3.30
N1 -1.85 -2.77 2.06
N2 -1.65 -1.42 2.05
B1 -1.73 -3.61 0.77
N3 -2.38 -2.85 -0.40
C5 -3.46 -3.19 -1.12
C6 -3.63 -2.27 -2.12
C7 -2.57 -1.38 -1.96
C8 -2.24 -0.22 -2.84
N4 -1.81 -1.73 -0.92
N5 -0.23 -3.79 0.43
C9 0.49 -4.87 0.11
C10 1.79 -4.50 -0.12
C11 1.82 -3.12 0.08
C12 3.00 -2.23 -0.03
N6 0.60 -2.69 0.43
N7 -2.51 -4.90 0.99
C13 -3.78 -4.97 1.46
C14 -4.20 -6.27 1.38
C15 -3.10 -6.96 0.83
C16 -2.97 -8.41 0.52
N8 -2.10 -6.13 0.60
H1 -1.97 0.53 4.77
H2 -2.49 1.07 3.17
H3 -0.79 0.82 3.47
H4 -2.49 -2.04 5.16
H5 -2.35 -4.21 3.50
H6 -4.03 -4.08 -0.88
H7 -4.39 -2.26 -2.88
H8 -1.70 -0.56 -3.72
H9 -1.62 0.51 -2.32
H10 -3.15 0.28 -3.18
H11 0.00 -5.83 0.07
H12 2.62 -5.13 -0.40
H13 3.84 -2.65 0.51
H14 2.78 -1.24 0.36
H15 3.29 -2.10 -1.07
H16 -4.29 -4.08 1.80
H17 -5.16 -6.67 1.67
H18 -3.85 -8.97 0.84
H19 -2.10 -8.84 1.02
H20 -2.85 -8.57 -0.56
C17 0.39 5.18 3.61
Sb1 -0.32 4.22 1.83
C18 -2.41 4.49 2.29
C19 -0.13 5.99 0.61
H21 -0.07 6.16 3.72
H22 1.47 5.30 3.57
H23 0.15 4.57 4.48
H24 -2.85 5.21 1.61
H25 -2.51 4.86 3.31
H26 -2.94 3.54 2.22
H27 -1.06 6.56 0.62
H28 0.10 5.72 -0.42
H29 0.67 6.61 1.00
S1 -2.38 1.08 0.51
C20 -2.91 2.32 -0.46
N9 -4.22 2.64 -0.53
C21 -4.52 3.96 -1.07
C22 -3.42 4.20 -2.09
S2 -1.95 3.40 -1.40
H30 -4.84 2.17 0.12
H31 -4.49 4.70 -0.27
H32 -5.51 3.96 -1.53
H33 -3.23 5.26 -2.25
H34 -3.65 3.74 -3.05
C23 1.05 -1.32 -3.00
Ge1 1.14 0.21 -1.71
C24 0.68 1.86 -2.74
C25 1.14 3.08 -2.23
C26 0.90 4.28 -2.88
C27 0.16 4.30 -4.06
C28 -0.28 3.11 -4.60
C29 0.00 1.91 -3.95
C30 3.07 0.74 -1.55
C31 3.57 1.11 -0.33
C32 4.89 1.59 -0.16
C33 5.72 1.71 -1.23
C34 5.26 1.37 -2.53
C35 6.10 1.52 -3.66
C36 5.64 1.25 -4.91
C37 4.31 0.84 -5.09
C38 3.48 0.67 -4.02
C39 3.93 0.91 -2.69
H35 0.70 -1.01 -3.99
H36 0.36 -2.08 -2.62
H37 2.03 -1.78 -3.13
H38 1.71 3.09 -1.31
H39 1.28 5.21 -2.46
H40 -0.03 5.24 -4.57
H41 -0.81 3.10 -5.54
H42 -0.34 0.99 -4.42
H43 2.95 1.01 0.54
H44 5.24 1.86 0.83
H45 6.74 2.06 -1.12
H46 7.12 1.86 -3.50
H47 6.30 1.38 -5.77
H48 3.94 0.65 -6.09
H49 2.46 0.37 -4.19
C40 1.33 -2.30 3.77
Ge2 1.91 -0.51 3.22
C41 3.87 -0.57 2.99
C42 1.62 0.69 4.76
C43 0.92 0.16 1.67
H50 2.11 -2.75 4.39
H51 1.15 -2.96 2.92
H52 0.41 -2.25 4.36
H53 4.34 -0.02 3.80
H54 4.22 -0.15 2.05
H55 4.21 -1.60 3.04
H56 2.19 0.32 5.62
H57 0.58 0.75 5.06
H58 1.98 1.70 4.54
H59 0.96 1.26 1.62

Entry from the Open Molecules 2025 dataset: a structure of composition C50H42N6O2PPd (ωB97M-V/def2-TZVPD).

The LUMO energy comes out at 2.3 eV. As for the spin multiplicity: 1. The value obtained for the maximum force is 3.14 eV Å⁻¹. For the HOMO-LUMO gap, the calculation gives 6.45 eV. Its charge is -1. The total energy is -78336.5104 eV. The calculation puts the HOMO energy at -4.10 eV.

Cartesian coordinates (Å):
Pd1 -11.51 21.77 -6.30
C1 -7.63 22.31 -8.79
N1 -7.55 20.88 -8.58
C2 -7.02 20.20 -7.53
N2 -6.72 18.93 -7.81
C3 -7.03 18.79 -9.11
C4 -7.52 19.97 -9.65
C5 -7.98 20.26 -11.04
C6 -7.13 20.03 -12.10
C7 -7.63 20.38 -13.39
C8 -8.87 20.99 -13.57
C9 -9.58 21.32 -12.42
C10 -9.15 20.96 -11.16
C11 -7.08 17.40 -9.62
C12 -5.93 16.58 -9.47
C13 -5.85 15.27 -9.90
C14 -6.84 14.69 -10.69
C15 -7.95 15.48 -10.87
C16 -8.06 16.76 -10.36
P1 -6.84 20.80 -5.84
C17 -7.07 19.25 -4.98
N3 -7.91 18.32 -5.29
C18 -7.79 17.33 -4.41
C19 -6.75 17.57 -3.54
N4 -6.25 18.85 -3.92
C20 -5.57 19.82 -3.14
C21 -6.13 16.76 -2.46
C22 -6.79 16.41 -1.31
C23 -6.07 15.70 -0.32
C24 -4.75 15.34 -0.55
C25 -4.07 15.76 -1.70
C26 -4.75 16.54 -2.62
C27 -8.85 16.24 -4.45
C28 -8.79 14.99 -3.83
C29 -9.92 14.18 -3.81
C30 -11.09 14.60 -4.46
C31 -11.13 15.81 -5.13
C32 -9.99 16.61 -5.14
C33 -8.44 21.48 -5.40
N5 -9.26 20.70 -4.72
C34 -10.42 21.44 -4.53
C35 -10.24 22.77 -5.07
N6 -8.89 22.75 -5.57
C36 -8.17 23.99 -5.79
C37 -10.67 24.03 -4.29
C38 -9.99 24.29 -3.08
C39 -10.17 25.54 -2.56
C40 -10.98 26.50 -3.09
C41 -11.61 26.23 -4.29
C42 -11.45 24.98 -4.86
C43 -11.36 20.92 -3.50
C44 -12.33 21.61 -2.72
C45 -13.02 21.00 -1.68
C46 -12.84 19.67 -1.39
C47 -11.94 18.95 -2.19
C48 -11.24 19.58 -3.21
H1 -6.68 22.70 -8.53
H2 -8.43 22.72 -8.17
H3 -7.86 22.54 -9.81
H4 -6.17 19.57 -12.02
H5 -6.96 20.33 -14.25
H6 -9.08 21.29 -14.60
H7 -10.53 21.91 -12.54
H8 -9.83 21.16 -10.35
H9 -5.13 17.01 -8.87
H10 -4.91 14.73 -9.68
H11 -6.61 13.70 -11.11
H12 -8.84 15.04 -11.38
H13 -8.97 17.28 -10.67
H14 -4.89 20.47 -3.67
H15 -5.05 19.23 -2.38
H16 -6.28 20.48 -2.64
H17 -7.85 16.68 -1.16
H18 -6.44 15.51 0.70
H19 -4.22 14.88 0.23
H20 -3.04 15.49 -1.82
H21 -4.26 16.90 -3.47
H22 -7.91 14.61 -3.36
H23 -9.82 13.21 -3.33
H24 -11.97 13.96 -4.49
H25 -12.02 16.16 -5.66
H26 -10.02 17.48 -5.72
H27 -7.81 24.46 -4.86
H28 -8.84 24.64 -6.31
H29 -7.37 23.67 -6.46
H30 -9.28 23.53 -2.68
H31 -9.52 25.85 -1.73
H32 -11.09 27.54 -2.61
H33 -12.21 26.91 -4.82
H34 -11.89 24.64 -5.77
H35 -12.42 22.70 -2.83
H36 -13.70 21.59 -1.06
H37 -13.29 19.24 -0.55
H38 -11.59 17.92 -1.98
H39 -10.49 19.10 -3.84
C49 -14.49 20.03 -9.00
C50 -13.26 20.85 -8.60
O1 -12.70 21.62 -9.41
O2 -12.93 20.59 -7.43
H40 -14.41 19.64 -10.01
H41 -15.41 20.67 -9.04
H42 -14.69 19.28 -8.29